[1]
Entry from the OMol25 dataset: a 2-piece molecular cluster, C4H7ClN2 overall (wB97M-V/def2-TZVPD).

The net charge is 0. As for the spin multiplicity: 1. The molar mass comes out at 118.57 g mol⁻¹. As for the frontier orbital gap: 0.38937 hartree. The SMILES is [H]/N=C(\Cl)CC.C#N. The value obtained for the total energy is -19761.8431 eV. Its HOMO energy is -0.3570 Ha. The energy above the lowest of the compared OMol25 structures with the same formula, charge and spin is 66.6 kcal/mol.

Last column: Mulliken charge in e.
Atoms and positions in Å:
H1 -0.3144 -1.1280 -2.4661  0.2461
N1 -0.1532 -0.5765 -1.6899  -0.3609
C1 0.0116 -0.7598 -0.5352  0.2676
Cl1 -0.1306 -2.4420 0.1618  -0.2598
C2 0.4294 0.2284 0.3988  -0.4354
C3 1.8508 -0.0609 0.9429  -1.1448
H2 -0.3155 0.0651 1.2008  0.4012
H3 0.3522 1.2112 0.0084  0.3193
H4 2.4248 -0.4912 0.2234  0.3964
H5 1.6792 -0.8610 1.7834  0.2718
H6 2.2082 0.8854 1.4897  0.3043
C4 -2.6084 1.2063 -0.6101  0.0816
N2 -2.1310 1.2682 0.4956  -0.3972
H7 -3.3031 1.4549 -1.4034  0.3098

[2]
Entry from the OMol25 dataset: a 2-piece molecular cluster, C7H10N4O overall (wB97M-V/def2-TZVPD).

The net charge is 0. As for the spin multiplicity: 1. The molar mass comes out at 166.18 g mol⁻¹. As for the frontier orbital gap: 0.32054 hartree. The SMILES is Nc1ncn[nH]1.C=C1C=CCO1. The value obtained for the total energy is -15427.3497 eV. Its HOMO energy is -0.2922 Ha. The energy above the lowest of the compared OMol25 structures with the same formula, charge and spin is 51.8 kcal/mol.

Last column: Mulliken charge in e.
Atoms and positions in Å:
N1 -1.7191 3.1128 -0.7955  -0.5367
C1 -0.4443 2.7053 -0.3823  0.4945
N2 -0.0376 2.5280 0.8581  -0.5503
C2 1.1704 1.9131 0.6684  -0.1103
N3 1.5485 1.8130 -0.5719  -0.6809
N4 0.4726 2.2965 -1.2554  0.1644
H1 -2.1822 3.5113 0.0205  0.2819
H2 -1.6976 3.7935 -1.5509  0.2714
H3 1.7768 1.5628 1.4997  0.4404
H4 0.3817 2.1459 -2.2407  0.2323
C3 -0.8272 -0.6669 1.6072  -1.0102
C4 -0.1792 -1.4619 0.7452  0.6982
C5 -0.7123 -2.1238 -0.4286  -0.4354
C6 0.1067 -3.1667 -0.7249  -0.3239
C7 1.3524 -2.9980 0.0604  -0.3820
O1 1.1256 -1.8488 0.8835  -0.3870
H5 -1.8984 -0.5740 1.4927  0.2581
H6 -0.3578 -0.0553 2.3725  0.2703
H7 -1.6228 -1.8210 -0.9436  0.4045
H8 -0.0542 -3.9697 -1.4399  0.3996
H9 2.2274 -2.8181 -0.5813  0.2601
H10 1.5705 -3.8781 0.7067  0.2407

[3]
Entry from the OMol25 dataset: one molecule with the formula C14H21F5O (wB97M-V/def2-TZVPD).

The net charge is 0. As for the spin multiplicity: 1. The molar mass comes out at 300.31 g mol⁻¹. As for the frontier orbital gap: 0.38811 hartree. The SMILES is CC(C)(C)[C@H]1CC[C@@H](CC(=O)C(F)(F)C(F)(F)F)CC1. The value obtained for the total energy is -30492.5930 eV. Its HOMO energy is -0.3796 Ha. The energy above the lowest of the compared OMol25 structures with the same formula, charge and spin is 37.0 kcal/mol.

Last column: Mulliken charge in e.
Atoms and positions in Å:
C1 -2.5013 -2.9415 1.5419  -1.8602
C2 -0.9663 -2.6073 1.3898  1.5043
C3 -0.4696 -3.4672 0.1875  -1.6226
C4 -0.3880 -3.1256 2.7275  -1.9743
C5 -0.6300 -1.1401 1.2109  0.4531
C6 -1.3689 -0.2512 0.2029  -0.6370
C7 -1.0102 1.2871 0.3719  -1.6990
C8 0.4357 1.7026 0.3695  0.5300
C9 1.1612 1.6809 -0.9980  -1.0258
C10 0.9500 3.1163 -1.7045  -0.0095
O1 -0.0119 3.7594 -1.3841  -0.5017
C11 1.9763 3.6377 -2.8374  0.8200
F1 2.4661 4.9901 -2.6352  -0.2963
F2 3.0935 2.7589 -2.8063  -0.2827
C12 1.1461 3.5331 -4.1237  0.5261
F3 0.6254 2.3247 -4.2544  -0.2137
F4 0.1043 4.3838 -4.0606  -0.2260
F5 1.9123 3.9093 -5.2153  -0.2418
C13 1.1677 0.6604 1.3284  -1.7340
C14 0.8550 -0.8669 1.0211  -0.8373
H1 -2.6697 -4.0330 1.5807  0.4548
H2 -3.0491 -2.4852 0.7309  0.4052
H3 -2.8952 -2.3814 2.3712  0.4228
H4 0.6195 -3.2868 -0.0479  0.3100
H5 -0.6410 -4.5592 0.3126  0.4388
H6 -1.0472 -3.1164 -0.7481  0.3084
H7 -0.5051 -2.4262 3.5023  0.4346
H8 0.6069 -3.4111 2.6393  0.4800
H9 -0.9114 -4.0737 3.0484  0.4245
H10 -0.8719 -0.6842 2.2227  0.3139
H11 -1.0955 -0.5287 -0.7804  0.3156
H12 -2.5041 -0.2327 0.2657  0.3192
H13 -1.4942 1.6149 1.3304  0.4302
H14 -1.5174 1.8937 -0.3052  0.7115
H15 0.5886 2.6447 0.8605  0.6868
H16 0.9237 0.9399 -1.7326  0.5087
H17 2.2171 1.4491 -0.8159  0.5638
H18 2.2709 0.8371 1.3974  0.3819
H19 0.7551 1.0283 2.2728  0.5464
H20 1.5137 -1.5447 1.5693  0.4723
H21 1.1592 -0.9890 -0.0061  0.3990

[4]
Entry from the OMol25 dataset: one molecule with the formula CCl2F2 (wB97M-V/def2-TZVPD).

The net charge is 0. As for the spin multiplicity: 1. The molar mass comes out at 120.91 g mol⁻¹. As for the frontier orbital gap: 0.42443 hartree. The SMILES is FC(F)(Cl)Cl. The value obtained for the total energy is -31516.1836 eV. Its HOMO energy is -0.4189 Ha. The energy above the lowest of the compared OMol25 structures with the same formula, charge and spin is 13.1 kcal/mol.

Last column: Mulliken charge in e.
Atoms and positions in Å:
F1 -1.1885 -0.5003 0.7149  -0.1148
C1 -0.1312 -0.0815 0.1106  0.5345
F2 0.9192 -0.7445 0.5962  -0.1736
Cl1 0.1259 -0.2701 -1.7943  -0.1556
Cl2 0.2746 1.5964 0.3726  -0.0906

[5]
Entry from the OMol25 dataset: one molecule with the formula C5H8O (wB97M-V/def2-TZVPD).

The net charge is 0. As for the spin multiplicity: 1. The molar mass comes out at 84.12 g mol⁻¹. As for the frontier orbital gap: 0.33711 hartree. The value obtained for the total energy is -7357.5918 eV. Its HOMO energy is -0.3038 Ha. The energy above the lowest of the compared OMol25 structures with the same formula, charge and spin is 107.5 kcal/mol.

Last column: Mulliken charge in e.
Atoms and positions in Å:
O1 -0.9764 1.9226 -0.1420  -0.5167
C1 -0.7193 0.7460 0.5835  -0.0220
C2 -0.9888 -0.6072 -0.1315  -0.6658
C3 0.4511 -1.0765 0.0517  -0.0635
C4 1.3359 0.0564 -0.4240  -0.5802
C5 0.8077 0.5439 0.9018  -0.4936
H1 -0.4028 1.9381 -0.9188  0.3435
H2 -1.3052 0.8498 1.4995  0.3900
H3 -1.2972 -0.5124 -1.1788  0.2632
H4 -1.7225 -1.2254 0.3927  0.2919
H5 0.8112 -2.1002 -0.0513  0.4690
H6 0.9847 0.5082 -1.3544  0.1301
H7 2.4046 -0.1522 -0.4578  0.2772
H8 0.6170 -0.8911 1.2296  0.1770

[6]
Entry from the OMol25 dataset: one molecule with the formula C8H8 (wB97M-V/def2-TZVPD).

The net charge is 0. As for the spin multiplicity: 1. The molar mass comes out at 104.15 g mol⁻¹. As for the frontier orbital gap: 0.31050 hartree. The value obtained for the total energy is -8418.3120 eV. Its HOMO energy is -0.2990 Ha. The energy above the lowest of the compared OMol25 structures with the same formula, charge and spin is 154.7 kcal/mol.

Last column: Mulliken charge in e.
Atoms and positions in Å:
C1 1.9025 -0.4664 0.8405  0.1095
C2 3.1547 -0.8616 0.2311  -0.7868
C3 0.6568 0.1169 0.3792  0.0841
C4 0.3567 1.3528 0.1370  0.1492
C5 -0.0658 -1.3036 0.4314  -0.7944
C6 2.3463 -2.0424 0.0708  -0.2544
C7 1.1881 -1.8061 1.0555  -0.1033
C8 -1.0204 1.7846 -0.2892  -1.0359
H1 1.1596 2.0225 0.4025  0.3915
H2 -0.9418 -1.3783 1.0886  0.3505
H3 -0.1759 -1.7230 -0.5846  0.2708
H4 2.1342 -2.4249 -0.8190  0.3118
H5 1.3745 -2.3647 1.9959  0.4185
H6 -1.3880 2.3236 0.6805  0.2316
H7 -1.5532 0.8679 -0.2682  0.3138
H8 -0.9684 2.4537 -1.1558  0.3433

[7]
Entry from the OMol25 dataset: a 3-piece molecular cluster, C13H17BO11S overall (wB97M-V/def2-TZVPD).

The net charge is 0. As for the spin multiplicity: 1. The molar mass comes out at 392.15 g mol⁻¹. As for the frontier orbital gap: 0.30223 hartree. The SMILES is CCSCC1=C(B(O)O)C(=O)OC1=O.O=C1OCCO1.O=C1OCCO1. The value obtained for the total energy is -47793.7043 eV. Its HOMO energy is -0.3459 Ha.

Last column: Mulliken charge in e.
Atoms and positions in Å:
C1 -3.1111 -2.4717 -0.5725  -1.1223
C2 -1.9162 -1.7760 0.0709  -0.0600
S1 -1.7318 -2.1477 1.8435  -0.0896
C3 -0.6605 -3.6078 1.7349  -0.7423
C4 0.7250 -3.3135 1.2786  0.2910
C5 1.3807 -3.8386 0.2368  0.3686
B1 0.8541 -4.9240 -0.7931  0.6972
O1 1.1448 -6.2454 -0.6469  -0.5764
O2 0.1012 -4.5601 -1.8642  -0.5998
C6 2.7421 -3.2308 0.2479  0.2240
O3 3.5489 -3.1281 -0.6133  -0.5010
O4 2.9319 -2.6463 1.5104  -0.2730
C7 1.6574 -2.3388 1.9450  0.2070
O5 1.4229 -1.3969 2.6233  -0.4757
H1 -3.3468 -2.0170 -1.5357  0.3690
H2 -3.9814 -2.3965 0.0785  0.3186
H3 -2.8977 -3.5297 -0.7295  0.2744
H4 -1.9905 -0.6917 0.0033  0.4185
H5 -0.9819 -2.0946 -0.3957  -0.0765
H6 -0.6305 -4.0296 2.7411  0.3950
H7 -1.1167 -4.3408 1.0666  0.2755
H8 1.1387 -6.5849 0.2503  0.3313
H9 0.1465 -3.6179 -2.0496  0.3407
O6 -0.0694 3.8322 0.5679  -0.5472
C8 0.5614 3.2449 1.3915  0.6336
O7 1.8734 3.4472 1.6358  -0.3344
C9 2.2267 2.7332 2.8283  -0.3025
C10 1.1599 1.6549 2.8816  -0.0085
O8 0.0647 2.2911 2.2003  -0.3285
H10 3.2375 2.3459 2.7398  0.2955
H11 2.1724 3.4221 3.6725  0.2387
H12 1.4385 0.7577 2.3368  0.0508
H13 0.8599 1.3804 3.8884  0.2941
O9 -2.3362 6.2952 -4.8968  -0.5208
C11 -1.6982 5.7138 -4.0811  0.6419
O10 -0.3886 5.9369 -3.8215  -0.3505
C12 -0.0292 5.2158 -2.6361  -0.2196
C13 -1.0758 4.1196 -2.6016  -0.1946
O11 -2.1778 4.7343 -3.2792  -0.3442
H14 0.9899 4.8504 -2.7213  0.3083
H15 -0.1050 5.8825 -1.7769  0.2293
H16 -0.7718 3.2350 -3.1649  0.2350
H17 -1.3614 3.8348 -1.5939  0.2292

> Number 4 is which compound?

CCl2F2